18
Properties=species:S:1:pos:R:3 method="wB97M-V/def2-TZVPD" energy_ev=-7890.3446 orbital_gap_ha=0.450 mol_weight_da=97.161 smiles=CCC[C@@H](C)C#N
N -2.329 -0.566 1.877
C 2.521 -0.299 0.683
C -1.789 -0.073 0.980
C -1.079 0.550 -0.150
C -2.018 0.670 -1.356
C 1.030 -0.608 0.781
C 0.217 -0.222 -0.471
H -1.492 1.127 -2.200
H 2.685 0.769 0.497
H 3.027 -0.555 1.620
H -0.798 1.557 0.186
H -2.373 -0.318 -1.664
H -0.041 -1.115 -1.054
H 3.004 -0.859 -0.124
H -2.890 1.286 -1.116
H 0.814 0.417 -1.136
H 0.624 -0.087 1.656
H 0.886 -1.675 0.989